(1)
Formula: C9H26BrNO12P2S3
Source: OMol25
Level of theory: the ωB97M-V functional and the def2-TZVPD basis

The total energy comes out at -5767.33926 hartree. Its SMILES is O=NO[PH]#P(O)Br.CCOS(C)(=O)=O.CCOS(C)(=O)=O.CCOS(C)(=O)=O. The relative energy (zero: lowest compared OMol25 entry of this formula, charge and spin) is 0.0 kcal per mole. The gap between HOMO and LUMO is 8.2 eV.

```
! RIJCOSX wB97M-V def2-TZVPD def2/J DEFGRID3
* xyz 0 1
H -10.94 -1.84 4.52
H 2.11 0.64 -3.48
H 3.28 2.23 -1.13
O -1.82 -2.65 -1.64
C 2.07 1.03 -2.46
H 7.72 4.52 1.03
H 9.04 3.19 -3.40
H 10.41 2.84 -2.35
O 1.90 -0.16 -1.65
P -2.34 -1.26 -2.43
O 6.00 3.12 -1.70
C -8.81 -1.98 4.42
P -4.56 -1.22 -2.01
S 1.44 0.03 -0.15
S 7.15 3.75 -1.11
N -2.24 -2.94 -0.24
C -10.18 -2.26 3.85
O 2.55 0.42 0.66
H 0.21 -1.91 -0.47
O 0.25 0.83 -0.13
H 4.20 1.16 -2.17
H -5.16 -2.61 2.80
H 1.17 1.65 -2.37
H -10.31 -1.80 2.87
O -4.77 -2.68 -1.29
H 9.12 0.92 -1.34
H -8.71 -2.40 5.42
H 9.89 1.65 -3.56
H 7.72 1.35 -2.33
H -1.92 -0.27 -1.51
C 6.79 4.22 0.55
C 1.04 -1.64 0.18
H -6.11 -3.95 2.08
H 0.76 -1.71 1.23
O 7.77 4.84 -1.79
H 6.33 3.38 1.06
H 6.10 5.06 0.49
H 3.46 2.62 -2.84
O -2.10 -2.03 0.45
O -7.06 -0.59 2.47
H -10.35 -3.33 3.74
C -5.87 -2.89 2.03
S -7.35 -1.98 2.27
O -7.75 -2.62 3.67
H 1.91 -2.26 -0.03
O 8.22 2.63 -0.77
C 9.54 2.40 -2.85
H -8.60 -0.91 4.48
O -8.31 -2.35 1.28
C 8.62 1.74 -1.85
H -4.13 -3.35 -1.56
C 3.33 1.80 -2.13
Br -4.67 0.15 -0.25
H -5.50 -2.63 1.04
*
```

(2)
Formula: C9H26NO2PSSi2
Source: OMol25
Level of theory: the ωB97M-V functional and the def2-TZVPD basis

The total energy comes out at -1882.33881 hartree. The gap between HOMO and LUMO is 8.8 eV.

```
! RIJCOSX wB97M-V def2-TZVPD def2/J DEFGRID3
* xyz 0 1
H -1.50 -1.33 -0.38
O 0.77 -0.15 2.16
H -4.82 -0.63 0.49
H 1.48 -2.57 1.78
C -2.10 -1.75 0.43
C -0.64 1.45 0.11
O -1.50 -3.00 0.81
H 5.17 -2.20 -0.26
Si -0.73 0.46 1.71
S -1.42 3.45 -2.48
H 0.04 2.27 0.33
H -0.25 0.88 -0.72
H 4.72 2.11 -1.30
C 3.67 1.06 0.25
H -2.00 3.10 0.13
H -0.85 2.81 -3.51
H -2.81 1.58 0.35
H -3.38 2.21 -1.89
H -2.02 1.13 -2.15
P 3.68 -0.69 0.90
H -2.06 -1.45 2.55
H 5.68 1.85 0.17
H -3.96 -2.76 0.59
Si 1.55 -1.23 1.16
C -3.50 -2.07 -0.10
H 3.51 -2.59 -0.66
H 4.30 -1.23 -1.43
C -2.09 -0.83 1.66
H -1.09 1.44 2.77
H 2.80 1.22 -0.37
N -4.38 -0.94 -0.37
H -3.88 -0.17 -0.80
C -2.32 2.07 -1.69
H -3.35 -2.62 -1.03
H 0.82 -1.34 -0.14
H 3.63 1.68 1.14
C -2.01 2.07 -0.21
H -3.04 -0.29 1.71
C 4.20 -1.78 -0.50
H 5.43 0.55 -0.96
H -0.73 -3.17 0.25
C 4.96 1.41 -0.51
*
```

(3)
Formula: C9H27AlFN6O12
Source: OMol25
Level of theory: the ωB97M-V functional and the def2-TZVPD basis

The total energy comes out at -1932.23171 hartree. The gap between HOMO and LUMO is 5.4 eV.

```
! RIJCOSX wB97M-V def2-TZVPD def2/J DEFGRID3
* xyz -1 1
O 2.46 -2.01 2.39
H 1.40 2.21 1.65
F -2.75 1.98 -4.74
H 5.57 -2.76 -0.04
H 3.07 -4.75 3.87
H 4.92 -1.44 -1.05
H -5.67 3.90 -0.62
H 0.25 1.06 -1.46
O 0.11 0.03 1.17
O -5.22 1.97 -1.48
H 4.38 -4.48 8.46
N 4.21 -4.85 6.41
C 1.97 1.28 1.64
C 4.95 -1.87 -0.06
H 1.49 -3.92 3.83
O 3.01 -4.72 6.28
H 4.66 -3.07 7.39
O 4.92 -5.53 5.71
N -6.11 1.96 -2.30
H 0.12 -1.06 -4.17
H -6.30 5.08 -1.81
O 3.70 -3.68 1.82
H 5.91 -4.34 7.54
H -1.40 -0.93 -1.46
H -4.62 1.93 -3.80
N 2.94 -3.10 2.58
N 5.55 -0.86 0.85
H -1.89 1.96 -6.57
C -5.71 1.93 -3.74
Al -0.95 0.38 -2.28
C -1.62 1.70 -5.53
C 2.57 -3.79 3.84
C -1.30 0.18 -5.35
O -4.81 5.72 0.71
H 0.58 0.67 -4.39
H 2.05 0.86 2.64
O 4.99 0.20 0.96
O 1.80 -0.14 -0.16
H 2.96 1.43 1.21
H 3.96 -2.08 0.30
H -0.84 -0.16 -6.32
H -6.13 1.03 -4.17
H -7.33 4.55 -0.44
O -7.30 1.97 -2.06
N 1.23 0.31 0.81
H -2.18 1.41 -2.20
O 6.58 -1.17 1.44
H -6.12 2.82 -4.20
H 2.88 -3.16 4.66
H -0.77 2.29 -5.15
C -6.31 4.76 -0.77
H -2.23 -0.41 -5.24
C -0.27 -0.02 -4.18
C 4.85 -4.13 7.54
O -6.42 6.94 -0.03
N -5.80 5.90 0.04
*
```

(4)
Formula: C9H27Co3FN9O26P2
Source: OMol25
Level of theory: the ωB97M-V functional and the def2-TZVPD basis

The total energy comes out at -7738.46751 hartree. The relative energy (zero: lowest compared OMol25 entry of this formula, charge and spin) is 0.0 kcal per mole. The gap between HOMO and LUMO (spin up / spin down) is 4.0 / 4.1 eV.

```
! RIJCOSX wB97M-V def2-TZVPD def2/J DEFGRID3
* xyz -1 10
N -2.93 -17.62 10.57
H -5.86 -12.64 17.29
H -1.50 -15.05 15.45
O -5.50 -18.50 16.54
N -10.88 -18.03 15.68
H -11.07 -20.07 15.14
N -4.65 -16.32 20.20
Co -8.78 -15.20 16.25
H -4.92 -13.06 15.93
C -3.57 -16.57 11.33
O -9.98 -14.37 14.38
H -2.11 -16.19 14.36
H -9.60 -10.83 16.38
H -4.79 -14.50 21.37
O -5.58 -15.57 16.89
H -2.89 -15.88 11.82
O -7.53 -18.17 13.00
O -7.28 -19.42 15.59
H -9.17 -12.42 12.98
O -5.14 -11.34 11.75
O -2.80 -17.73 16.12
O -5.64 -16.22 14.34
H -5.49 -11.31 16.21
H -5.19 -13.72 12.00
N -2.60 -16.58 16.43
C -8.56 -11.02 16.62
O -10.09 -17.08 15.61
N -6.11 -11.84 12.19
O -7.30 -14.33 15.43
N -3.84 -12.12 17.39
H -7.56 -15.84 12.49
P -6.24 -15.43 15.50
O -7.93 -12.18 18.57
O -7.08 -18.94 18.16
H -6.80 -13.87 12.46
O -5.12 -16.89 19.22
H -3.21 -14.99 15.15
O -3.22 -11.06 17.20
F -8.29 -15.84 18.16
C -5.30 -14.99 20.54
O -2.31 -16.19 17.54
Co -6.23 -17.97 14.75
P -6.51 -19.63 16.93
Co -6.52 -17.04 17.67
O -11.78 -14.28 13.17
O -9.06 -13.25 17.01
O -5.44 -20.74 16.95
H -9.27 -16.11 12.55
H -9.69 -19.68 16.29
O -3.39 -18.75 10.56
H -6.38 -15.03 20.61
N -10.66 -13.88 13.47
C -10.26 -12.51 12.92
H -5.16 -14.34 19.68
H -10.61 -12.43 11.89
H -8.45 -16.00 10.92
O -12.06 -17.85 15.92
C -8.38 -16.33 11.96
H -8.19 -10.15 17.16
H -8.04 -11.27 15.70
H -9.55 -19.38 14.62
O -1.89 -17.36 10.00
O -3.42 -13.00 18.11
C -5.09 -12.24 16.63
N -8.23 -17.78 12.08
H -4.31 -16.99 12.01
O -3.82 -16.80 20.94
H -10.77 -11.80 13.56
H -4.23 -16.11 10.59
H -5.62 -13.32 13.68
C -10.28 -19.37 15.43
N -8.50 -12.23 17.46
O -7.21 -11.31 12.20
C -5.93 -13.23 12.63
O -8.76 -18.40 11.20
O -7.29 -16.53 15.78
C -2.37 -15.68 15.29
*
```

(5)
Formula: C9H27F8K4N4O28P3S8
Source: OMol25
Level of theory: the ωB97M-V functional and the def2-TZVPD basis

The total energy comes out at -10093.38200 hartree. The gap between HOMO and LUMO is 8.3 eV.

```
! RIJCOSX wB97M-V def2-TZVPD def2/J DEFGRID3
* xyz 0 1
K 1.24 0.78 -4.91
H -5.75 -3.28 -3.23
O 4.79 2.61 -1.95
N 3.94 0.17 -1.34
H 1.56 2.22 3.62
O -0.41 2.36 1.70
O -3.06 0.62 -2.25
C -3.39 -2.34 -0.63
O 2.46 2.06 -2.60
O 0.23 -0.15 1.21
O -2.25 0.65 0.85
H -1.85 -1.48 3.59
C 0.12 2.88 0.53
H -1.19 -0.85 4.98
P 3.37 5.08 2.92
H -5.39 -1.59 -3.03
S 1.05 -3.17 -4.22
O 4.55 4.97 2.01
F -1.69 -0.91 -5.96
O 2.84 -3.35 3.82
O 3.89 -0.37 -3.89
O 2.36 6.32 2.78
O -1.03 -4.34 -2.91
N 3.81 -2.12 1.71
O -2.83 -1.64 -4.07
P -0.84 0.76 1.71
H 0.71 3.70 0.93
O -4.67 -2.44 0.14
O 4.82 -4.56 2.36
H -3.06 -3.37 -0.78
O 3.63 4.88 4.47
C 1.76 6.66 1.51
H -3.93 1.27 0.24
K 3.55 -5.41 -2.56
C -1.11 -0.74 3.89
F 5.35 -3.30 0.37
S 0.31 -4.70 -2.48
H 3.31 2.44 3.52
O -6.63 -2.52 -1.52
S -1.71 0.65 -2.70
H -7.97 -3.75 0.77
F 4.58 -1.92 -2.15
F 3.32 2.29 -0.39
C -7.29 -3.16 1.38
N 1.58 -3.58 -2.82
F -1.26 2.18 -2.28
O 0.56 -1.83 -4.37
H 1.77 7.71 1.21
O -1.36 0.48 3.25
S 4.16 -3.73 1.33
S 4.63 -0.34 -2.58
H 0.78 2.21 -0.03
H -7.82 -3.02 2.32
F 2.55 -2.91 -4.73
C 4.68 5.57 5.15
O 0.53 -4.20 -5.07
K 5.47 -0.14 1.00
H 5.24 6.24 4.49
C -6.17 -2.34 -2.86
F 2.34 -1.11 3.27
C -3.27 1.54 1.07
O -0.76 -0.11 -1.92
H -3.93 1.36 1.92
H -3.18 2.62 0.98
H 5.21 4.76 5.65
O 2.25 3.94 2.65
O 0.69 -6.09 -2.21
H -0.74 3.05 -0.12
F 0.24 -4.17 -0.97
H 2.21 6.10 0.69
O 3.33 -4.32 0.28
O 6.06 -0.10 -2.57
S 3.68 1.76 -1.85
P -5.99 -1.61 -0.30
H -3.55 -1.73 -1.52
N -1.42 0.74 -4.18
O 1.43 -2.70 1.81
H -7.00 -2.17 -3.55
O -3.71 0.11 -5.60
H -2.69 -1.88 0.07
S -2.61 -0.35 -4.76
H -6.29 -3.60 1.39
O -5.87 -0.15 -0.58
H 4.23 6.18 5.93
O -7.12 -1.90 0.85
C 2.37 2.54 2.97
S 2.65 -2.54 2.61
H 2.26 1.91 2.09
K 1.80 -1.58 -0.64
H 0.70 6.41 1.47
H -0.13 -1.12 3.63
*
```

(6)
Formula: C9H28BrNO9P2S
Source: OMol25
Level of theory: the ωB97M-V functional and the def2-TZVPD basis

The total energy comes out at -4746.09491 hartree. Its SMILES is Cc1ccc(C[PH2](N=C=S)P(O)Br)cc1.O.O.O.O.O.O.O.O. The relative energy (zero: lowest compared OMol25 entry of this formula, charge and spin) is 234.0 kcal per mole. The gap between HOMO and LUMO is 6.7 eV.

```
! RIJCOSX wB97M-V def2-TZVPD def2/J DEFGRID3
* xyz 0 1
P -2.73 0.95 0.38
H -4.18 5.16 4.99
O 0.74 -1.84 -4.42
C 2.97 1.66 -0.16
P -2.77 1.17 -1.79
H -0.97 -2.80 -1.89
H -2.17 2.30 0.45
H 2.20 3.12 1.72
O -0.34 -3.31 -1.37
H -1.68 -1.33 -0.43
O -3.51 5.79 0.27
H 4.91 2.32 -1.30
C -1.44 -0.48 0.34
H -1.40 -1.01 1.41
H -0.19 -1.55 -4.36
C 1.14 -0.39 -1.01
O 1.34 -5.49 -3.92
O 6.95 0.65 0.01
C 2.60 0.38 -1.15
H -4.18 0.73 0.37
H 0.32 -6.03 0.40
H -1.05 0.71 -3.19
H 7.19 0.66 -0.93
C 0.46 1.44 1.13
Br -2.00 3.32 -2.19
O -0.79 -6.03 2.93
O -0.57 -5.69 0.23
H 0.10 -6.38 3.10
O -5.07 5.51 4.82
C 4.41 2.50 -0.24
H -3.40 5.20 1.03
H 0.85 -2.42 -3.65
H -5.55 5.33 5.64
H -4.43 6.07 0.33
H 2.20 -5.04 -3.93
H 0.80 -4.96 -3.31
H 3.36 -0.02 -1.96
H 4.10 3.64 -0.21
H -0.27 1.86 1.98
H -1.05 -5.86 1.05
H 7.30 -0.20 0.33
H 5.14 2.22 0.65
S -2.54 3.78 3.28
H -1.27 -6.20 3.75
C 0.07 0.18 0.14
C 1.92 2.21 1.02
C -2.97 2.26 2.55
H -0.89 -3.87 -0.81
N -2.82 0.93 2.17
O -1.63 0.13 -2.59
H 0.81 -1.31 -1.68
*
```